(1)
69
Properties=species:S:1:pos:R:3:forces:R:3:lowdin_charge:R:1 method="wB97M-V/def2-TZVPD" lumo_ev=0.33 homo_ev=-8.2399 total_charge=0 smiles=CC1(C)CCCC(C)(C)N1O.CC1(C)CCCC(C)(C)N1O.O.O.O e_above_lowest_kcal_mol=46.7
C 5.209 -1.312 -1.822 -0.165 0.405 0.409 -0.036
C 4.392 -1.522 -0.505 -0.265 -0.116 -3.384 -0.500
C 2.948 -1.991 -0.973 -0.180 1.398 0.481 -0.009
C 5.109 -2.654 0.146 1.318 0.344 -0.460 -0.208
C 4.665 -2.842 1.513 -0.619 -0.458 1.819 -0.195
C 4.921 -1.589 2.371 0.147 0.191 -0.657 -0.110
C 4.298 -0.298 1.756 -1.090 1.051 0.102 -0.452
C 2.778 -0.220 2.117 0.487 -1.265 0.068 -0.021
C 4.975 0.999 2.362 -0.311 -0.844 -0.824 -0.028
N 4.494 -0.323 0.286 1.010 -0.226 1.442 -0.102
O 4.185 0.914 -0.350 -0.180 -1.002 0.274 -0.003
H 5.265 -2.278 -2.323 -0.253 0.224 -0.401 0.083
H 4.814 -0.500 -2.433 -0.301 -0.356 -0.259 0.078
H 6.241 -1.024 -1.619 0.084 -0.010 0.380 0.081
H 2.841 -2.754 -1.744 0.780 -0.452 0.311 0.085
H 2.307 -2.229 -0.125 0.034 -0.262 -0.034 0.065
H 2.449 -1.161 -1.472 0.098 0.281 0.153 0.043
H 5.084 -3.553 -0.470 -0.459 -0.022 -0.002 0.134
H 6.169 -2.405 0.202 0.294 0.195 -0.169 0.128
H 3.597 -3.059 1.499 -0.151 -0.203 0.320 0.110
H 5.195 -3.718 1.886 -0.185 0.012 0.603 0.119
H 5.992 -1.406 2.465 0.229 -0.125 -0.197 0.115
H 4.580 -1.757 3.393 -0.283 0.224 -0.039 0.114
H 2.689 -0.588 3.139 -0.210 0.719 0.378 0.077
H 2.236 -1.002 1.586 -0.043 0.125 -0.384 0.059
H 2.279 0.732 1.935 0.265 0.001 0.128 0.084
H 5.984 1.123 1.969 0.248 -0.281 0.241 0.077
H 4.975 0.946 3.450 0.105 -0.060 -0.040 0.083
H 4.453 1.907 2.060 -0.294 -0.171 0.053 0.072
H 5.076 1.263 -0.435 -0.066 0.475 -0.310 0.108
C -3.195 1.788 1.511 0.203 -1.088 -1.478 -0.001
C -3.246 1.014 0.126 -1.025 0.194 -0.324 -0.443
C -1.967 1.285 -0.705 -0.127 0.222 0.103 -0.037
C -3.369 -0.491 0.367 0.301 -0.966 2.206 -0.163
C -4.642 -0.964 1.059 -1.189 0.556 -1.352 -0.184
C -5.713 -0.509 0.075 -1.574 -0.469 0.424 -0.162
C -5.829 0.983 -0.254 1.225 -0.141 0.411 -0.500
C -6.845 1.080 -1.368 -0.736 0.690 -1.492 -0.056
C -6.350 1.809 0.933 -0.592 0.326 0.097 -0.029
N -4.460 1.375 -0.718 0.116 -1.221 0.127 -0.105
O -4.457 2.728 -1.081 0.166 0.450 0.059 -0.025
H -2.128 1.824 1.732 -0.135 0.335 0.491 0.079
H -3.649 2.775 1.425 0.247 -0.040 0.007 0.080
H -3.727 1.186 2.247 0.130 0.301 0.165 0.057
H -1.032 0.895 -0.301 -0.268 -0.015 0.858 0.066
H -1.959 0.813 -1.687 -0.680 0.221 -0.264 0.075
H -1.809 2.359 -0.804 -0.049 -0.021 -0.251 0.091
H -3.273 -1.156 -0.492 0.455 0.503 -0.323 0.120
H -2.687 -0.790 1.162 1.274 0.188 -0.585 0.119
H -4.717 -2.051 1.067 0.406 -0.108 0.094 0.112
H -4.737 -0.656 2.100 -0.156 0.379 -0.132 0.102
H -6.723 -0.849 0.302 -0.233 0.052 0.640 0.119
H -5.553 -1.088 -0.835 0.438 0.321 -0.359 0.115
H -6.953 1.993 -1.953 0.664 0.843 0.653 0.079
H -7.858 0.996 -0.974 0.053 -0.650 0.066 0.083
H -6.688 0.421 -2.221 0.101 -0.816 0.456 0.085
H -5.974 1.514 1.913 0.314 0.139 -0.160 0.074
H -7.436 1.762 1.014 -0.158 -0.594 -0.062 0.075
H -6.244 2.879 0.753 0.703 0.025 0.066 0.085
H -4.352 2.649 -2.032 0.080 0.407 -0.127 0.106
O 0.721 2.582 -3.462 -0.365 0.364 -0.769 -0.071
H 0.930 2.081 -2.674 0.279 -0.235 0.636 -0.038
H 1.553 2.975 -3.725 0.124 0.100 -0.052 0.023
O 1.287 1.136 -1.191 -0.061 0.488 0.480 -0.059
H 2.101 0.743 -0.875 0.500 0.193 0.122 0.007
H 0.797 0.405 -1.565 -0.151 -0.432 -0.306 -0.021
O 0.217 -0.814 -2.711 -0.200 -0.259 0.016 -0.026
H -0.694 -1.051 -2.541 -0.345 -0.024 0.097 0.052
H 0.461 -1.330 -3.479 0.221 -0.003 -0.240 0.067

=====

(2)
28
Properties=species:S:1:pos:R:3:forces:R:3:lowdin_charge:R:1 method="wB97M-V/def2-TZVPD" lumo_ev=-5.95 homo_ev=-13.2380 total_charge=+1 smiles="C/[N+](=C/[N+](=O)[O-])N/C=N/C(C)(C)C" e_above_lowest_kcal_mol=183.0
C 2.907 1.492 -0.891 -1.702 1.970 -0.090 0.055
N 2.208 0.436 -0.118 0.745 0.440 -1.011 -0.078
C 2.247 -0.795 -0.481 -0.608 1.582 2.276 0.148
N 2.065 -1.876 0.510 -2.773 2.343 0.953 -0.359
O 2.590 -2.836 0.111 1.937 -3.510 -0.809 0.173
O 1.437 -1.713 1.534 0.477 0.169 -0.431 0.135
N 1.561 0.929 0.978 1.291 0.525 1.031 0.068
C 0.146 0.926 1.044 -1.354 -0.887 -2.009 -0.103
N -0.384 0.220 0.135 2.639 0.641 1.756 0.080
C -1.722 -0.144 -0.065 -1.098 0.503 0.023 -0.655
C -2.630 0.428 0.967 -2.799 1.146 -1.362 -0.070
C -2.019 0.260 -1.549 1.374 -0.232 -0.723 -0.004
C -1.806 -1.651 0.236 -2.221 1.174 0.540 -0.026
H 3.644 1.189 -1.567 0.697 -1.389 -1.217 0.084
H 2.188 2.222 -1.432 0.884 -1.436 1.195 0.158
H 3.499 2.025 -0.166 -0.097 0.508 0.485 0.103
H 2.737 -1.147 -1.342 0.338 -0.041 -1.175 0.162
H 2.137 1.633 1.447 -0.634 -0.182 -0.285 0.168
H -0.321 1.602 1.797 0.598 -0.696 -0.368 0.167
H -3.564 -0.186 0.965 0.346 0.942 -0.160 0.111
H -2.294 0.317 1.942 1.114 -0.342 1.851 0.055
H -2.863 1.495 0.833 -0.140 -0.279 -0.097 0.100
H -1.061 0.453 -2.226 -1.863 -0.042 1.827 0.117
H -2.757 1.058 -1.652 0.358 0.082 0.108 0.079
H -2.426 -0.608 -2.011 -0.685 -0.693 -0.559 0.054
H -0.977 -1.972 -0.298 1.107 -2.074 -1.050 0.047
H -1.675 -1.760 1.332 0.108 -0.250 -0.724 0.100
H -2.868 -1.997 -0.031 1.960 0.026 0.024 0.130

=====

(3)
120
Properties=species:S:1:pos:R:3:forces:R:3:lowdin_charge:R:1 method="wB97M-V/def2-TZVPD" lumo_ev=-0.16 homo_ev=-9.4107 total_charge=0 e_above_lowest_kcal_mol=0.0
O -4.633 0.821 1.172 0.890 2.225 -0.012 -0.056
H -4.116 1.592 0.801 0.117 -1.135 0.795 0.039
H -5.207 0.734 0.422 -1.157 -1.049 -0.959 0.022
O -2.786 -3.756 0.240 0.082 -0.689 1.058 -0.063
H -2.801 -2.927 0.737 -0.522 0.161 0.231 -0.016
H -2.571 -3.442 -0.623 0.376 -0.125 -0.758 -0.047
O 0.471 -2.238 3.384 -0.122 0.326 -0.258 -0.051
H 1.307 -2.607 3.672 -0.052 -0.182 -0.074 0.063
H 0.244 -2.517 2.470 0.496 -0.395 0.288 0.037
O -0.924 -3.950 -1.893 -2.677 0.463 0.381 -0.012
H -0.876 -3.068 -2.276 1.006 -0.084 -0.330 0.007
H -0.142 -4.441 -1.900 1.917 -0.605 -0.446 0.014
O 0.315 -2.999 0.765 1.269 2.215 0.567 -0.009
H -0.160 -3.787 0.718 -2.071 -2.100 -0.310 0.051
H 1.214 -3.235 0.504 0.597 -0.125 -0.390 0.026
O -3.000 2.630 -0.219 -1.064 -0.391 0.266 -0.027
H -3.397 3.473 -0.055 -0.931 0.793 0.594 0.060
H -2.228 2.956 -0.645 1.695 -0.298 -0.774 -0.003
O -1.853 -1.360 4.123 -0.526 0.863 -0.435 -0.103
H -0.926 -1.671 3.995 -0.712 0.718 0.211 -0.008
H -1.962 -0.389 3.897 0.853 -1.402 0.738 0.027
O -3.325 -1.480 1.726 0.162 -0.447 -0.135 -0.061
H -3.800 -0.637 1.724 0.081 0.020 0.045 0.004
H -2.792 -1.581 2.531 -0.304 0.168 0.355 0.009
O -3.819 -1.787 -1.665 0.451 1.473 0.581 -0.012
H -3.543 -2.494 -2.194 0.030 -1.947 -1.367 0.029
H -2.951 -1.393 -1.468 -0.385 -0.070 0.209 0.027
O -5.948 -0.559 -1.098 -1.760 0.456 1.586 -0.079
H -6.171 -1.144 -0.336 0.299 0.535 -0.980 0.069
H -5.136 -0.921 -1.442 0.739 -0.582 -0.306 -0.050
C -1.507 -0.088 -0.387 -0.110 -1.181 2.385 -0.157
C -0.759 0.230 0.931 -3.747 0.666 0.417 -0.202
O 0.529 -0.044 0.662 3.606 2.159 -0.811 -0.038
O -1.376 -1.483 -0.660 -2.551 1.619 -1.086 -0.092
H -1.066 0.483 -1.135 1.209 1.130 -1.547 0.076
H -2.547 0.188 -0.423 -0.483 -0.218 0.474 0.103
H -1.070 -0.373 1.829 -0.253 0.593 -1.086 0.125
H -0.857 1.289 1.177 -0.083 0.000 -0.015 0.109
H 0.626 -0.929 0.854 0.894 -3.220 0.489 0.020
H -0.539 -1.842 -0.497 1.991 -0.757 0.615 0.016
C 4.767 0.372 -1.515 -0.628 2.818 0.553 -0.253
C 3.578 0.254 -0.551 0.218 -0.842 -0.725 -0.200
O 2.584 1.255 -0.752 1.755 0.576 -0.096 -0.074
O 5.556 -0.745 -1.471 -1.335 -2.080 1.164 -0.017
H 5.323 1.309 -1.281 -0.171 -0.489 -0.224 0.143
H 4.353 0.472 -2.504 -0.324 0.435 -0.699 0.114
H 3.924 0.092 0.480 -0.161 0.553 -0.065 0.121
H 3.106 -0.644 -0.886 -0.277 -1.156 0.285 0.081
H 1.822 0.937 -0.274 -0.968 -0.341 0.441 0.036
H 6.440 -0.592 -1.691 1.941 0.608 -0.534 0.081
C 0.505 2.381 -2.795 -1.859 -1.001 -1.045 -0.314
C -0.442 3.452 -3.299 -0.179 -0.192 1.052 -0.180
O -1.633 3.030 -2.652 -1.529 0.900 0.177 -0.105
O 1.768 2.733 -3.053 2.520 0.685 -0.997 -0.019
H 0.244 1.400 -3.254 -0.114 0.342 -0.104 0.113
H 0.423 2.185 -1.728 -0.859 0.514 0.365 0.111
H -0.724 3.503 -4.343 0.960 -0.295 -0.604 0.124
H -0.064 4.451 -2.994 -0.361 -0.445 0.096 0.136
H -2.356 3.562 -3.023 0.029 -0.354 0.377 0.115
H 2.201 2.355 -2.301 1.540 -0.186 0.601 0.039
C -2.497 -0.294 -4.898 -0.460 -1.558 1.052 -0.172
C -2.980 -1.759 -4.840 -0.631 1.356 -0.939 -0.199
O -3.066 -2.290 -6.213 0.901 0.000 1.891 -0.065
O -2.008 0.029 -3.555 -1.227 -0.173 -1.125 -0.084
H -3.281 0.217 -5.450 -0.720 1.060 1.265 0.125
H -1.725 -0.134 -5.564 2.271 -0.312 -1.335 0.086
H -3.976 -1.683 -4.382 -0.005 -0.465 -0.598 0.120
H -2.390 -2.280 -4.104 0.635 -0.786 -0.392 0.089
H -2.180 -2.661 -6.402 -0.733 0.283 0.070 0.094
H -2.048 0.966 -3.401 -0.130 0.944 0.235 0.055
C 0.304 3.982 1.842 -0.615 0.395 -0.257 -0.201
C 1.599 3.390 1.519 2.279 -1.647 -1.605 -0.216
O 2.177 3.996 0.318 -0.694 0.781 0.699 -0.074
O -0.575 3.797 0.716 -1.222 -0.936 2.085 -0.053
H 0.448 5.040 1.885 0.237 0.987 0.510 0.119
H -0.042 3.661 2.855 -0.320 -0.245 -1.255 0.134
H 1.578 2.325 1.171 -0.593 0.545 1.333 0.105
H 2.303 3.532 2.334 0.042 -0.155 0.300 0.116
H 3.042 3.593 0.209 -0.066 -0.079 -0.187 0.076
H -0.047 4.110 0.015 0.957 0.603 -1.646 0.046
C 2.270 -2.553 -3.355 1.300 0.627 -0.069 -0.135
C 1.322 -1.388 -3.050 -0.072 -0.816 0.239 -0.221
O -0.011 -1.719 -3.387 -0.133 1.665 -0.495 -0.096
O 3.468 -2.406 -2.539 -0.724 -1.064 -0.440 -0.091
H 2.520 -2.663 -4.456 -0.292 0.151 1.267 0.146
H 2.001 -3.502 -2.927 -1.342 -0.380 -0.493 0.110
H 1.676 -0.396 -3.384 -0.049 -0.445 -0.791 0.130
H 1.253 -1.240 -2.002 0.725 -0.123 1.571 0.091
H -0.494 -0.882 -3.121 -0.292 -1.322 -0.798 0.073
H 3.891 -1.588 -2.698 0.951 1.245 -0.293 0.035
C -2.635 2.363 3.442 2.727 0.417 -0.405 -0.239
C -3.976 2.098 3.946 -1.065 -1.265 1.150 -0.302
O -4.827 2.908 3.277 -1.777 2.834 -0.257 -0.031
O -1.662 1.434 3.936 0.639 1.530 1.813 -0.093
H -2.263 3.456 3.549 -0.941 -1.588 0.287 0.159
H -2.525 2.175 2.418 -0.661 0.054 -1.915 0.070
H -4.030 2.393 4.971 0.040 0.208 1.064 0.119
H -4.400 1.069 3.946 1.167 0.111 -0.321 0.149
H -5.168 2.516 2.494 -0.281 -0.938 -0.934 0.053
H -1.311 1.911 4.723 0.057 -1.293 -0.558 0.121
C 3.360 -2.516 1.948 -1.403 -1.399 1.026 -0.264
C 3.790 -3.200 0.691 3.542 0.915 1.278 -0.280
O 2.765 -3.542 -0.124 -0.829 -0.370 -1.742 -0.051
O 4.409 -2.385 2.889 -0.606 -0.438 -0.033 -0.031
H 2.485 -3.091 2.353 1.257 0.032 0.248 0.119
H 2.893 -1.572 1.752 -0.075 0.932 -0.451 0.085
H 4.504 -4.042 0.896 -0.754 0.450 0.132 0.153
H 4.402 -2.418 0.205 0.210 -0.370 -0.254 0.113
H 3.169 -3.293 -0.984 -1.085 -0.163 -0.382 0.080
H 5.043 -1.785 2.500 0.381 0.255 -0.070 0.087
C 2.866 0.596 3.326 0.027 -0.490 2.976 -0.223
C 3.519 1.562 4.347 -0.114 -1.353 -0.944 -0.244
O 4.884 1.731 4.107 1.274 -0.464 -0.291 -0.055
O 1.516 0.377 3.735 0.483 1.092 -0.046 -0.060
H 3.404 -0.322 3.607 0.201 -0.126 -1.396 0.109
H 2.937 1.031 2.343 0.316 -0.339 -0.566 0.090
H 3.375 1.213 5.359 -0.604 0.093 0.302 0.130
H 3.137 2.496 4.122 -1.181 2.087 0.417 0.080
H 5.355 0.941 4.405 -0.054 0.215 -0.088 0.091
H 1.136 -0.296 3.173 -0.319 -0.393 -0.064 0.025